1.
A structure of composition C5H12NO at a distorted geometry, computed with the ωB97M-V functional and the def2-TZVPD basis.

Geometry (Å):
C (-2.1486, -1.2454, 0.4105)
O (-2.4018, -0.3285, -0.6167)
C (-0.3894, 0.2247, 1.5824)
C (0.8994, 0.5640, 0.9146)
C (1.0578, 0.0637, -0.6304)
C (0.3996, 0.9142, -1.7083)
N (2.4730, -0.0662, -1.0641)
H (-3.0596, -1.3740, 0.9276)
H (-1.6633, -2.2933, 0.2076)
H (2.9674, -0.7137, -0.2922)
H (-0.1374, -0.5614, 2.1873)
H (-0.9331, 1.0708, 2.0715)
H (1.4843, -0.1974, 1.4065)
H (1.3075, 1.6107, 0.9530)
H (0.6042, 1.9833, -1.3804)
H (1.0837, 0.8032, -2.5302)
H (0.6336, -1.0863, -0.7083)
H (-0.6410, 0.8043, -1.8404)
H (-1.5364, -0.1728, 0.1101)

Values from the calculation:
HOMO energy   -13.085 eV
Frontier orbital gap   4.52 eV
Energy relative to the best compared isomer or geometry (same formula, charge and spin)   274.2 kcal/mol
Net charge   +1

Atom charges from the natural (NBO) analysis, given in e for atoms 1 to 2: atom 1 (C): 0.067, atom 2 (O): -0.618

2.
The molecule C22H24ClFN2O5S at a distorted geometry, computed with the ωB97M-V functional and the def2-TZVPD basis.

Geometry (Å):
C (1.6299, 1.7200, 2.3518)
C (0.2477, 1.5960, 1.7831)
C (-0.4502, 2.7341, 1.4038)
C (-1.7294, 2.6596, 0.8757)
C (-2.3266, 1.4230, 0.7555)
S (-3.9856, 1.2752, 0.0883)
O (-4.2024, 2.4023, -0.7788)
O (-4.9069, 1.0571, 1.1654)
N (-3.8559, -0.1270, -0.7700)
C (-3.1900, -0.0748, -2.0450)
C (-2.4074, -1.3706, -2.2564)
C (-3.3516, -2.5651, -2.1402)
C (-4.0423, -2.5413, -0.7780)
C (-4.7843, -1.2167, -0.6030)
C (-1.6714, 0.2716, 1.1357)
C (-0.3720, 0.3442, 1.6241)
N (0.3668, -0.8111, 1.9139)
C (0.0817, -2.0837, 1.5466)
O (-0.9779, -2.4925, 1.1315)
C (1.3066, -3.0146, 1.6630)
O (2.1830, -2.7693, 0.5599)
C (3.0301, -1.7525, 0.6527)
O (3.1583, -1.0683, 1.6402)
C (3.7997, -1.5347, -0.6337)
C (3.8225, -0.0600, -0.9247)
C (5.0049, 0.6708, -0.9097)
F (6.1628, 0.0190, -0.6917)
C (5.0434, 2.0377, -1.1148)
C (3.8561, 2.7128, -1.3340)
C (2.6556, 2.0250, -1.3576)
C (2.6473, 0.6540, -1.1562)
Cl (1.1348, -0.1889, -1.1884)
H (2.3610, 1.1544, 1.7747)
H (1.9407, 2.7611, 2.3552)
H (1.6555, 1.3562, 3.3791)
H (0.0236, 3.6983, 1.5164)
H (-2.2662, 3.5371, 0.5541)
H (-2.5300, 0.7946, -2.0320)
H (-3.9194, 0.0594, -2.8578)
H (-1.6364, -1.4530, -1.4887)
H (-1.9251, -1.3521, -3.2352)
H (-2.7923, -3.4945, -2.2588)
H (-4.1014, -2.5150, -2.9340)
H (-3.2899, -2.6476, 0.0043)
H (-4.7498, -3.3671, -0.6931)
H (-5.2112, -1.1176, 0.3950)
H (-5.5971, -1.1455, -1.3424)
H (-2.1670, -0.6767, 1.0275)
H (1.3127, -0.6329, 2.2381)
H (1.8378, -2.8600, 2.6076)
H (0.9823, -4.0503, 1.5602)
H (4.8192, -1.9013, -0.5000)
H (3.3151, -2.0940, -1.4346)
H (5.9916, 2.5498, -1.0926)
H (3.8651, 3.7801, -1.4872)
H (1.7250, 2.5433, -1.5240)

Values from the calculation:
HOMO energy   -8.811 eV
Frontier orbital gap   9.33 eV
Energy relative to the best compared isomer or geometry (same formula, charge and spin)   1.2 kcal/mol
Net charge   0
SMILES string   Cc1ccc(S(=O)(=O)N2CCCCC2)cc1NC(=O)COC(=O)Cc1c(F)cccc1Cl

Atom charges from the natural (NBO) analysis, given in e for atoms 1 to 2: atom 1 (C): -0.654, atom 2 (C): -0.061

3.
The ion C3HO3S with charge -1 at a distorted geometry, computed with the ωB97M-V functional and the def2-TZVPD basis.

Geometry (Å):
C (-2.6603, -0.4162, -0.4024)
C (1.6568, 0.0256, -0.1342)
C (0.3098, -0.0908, 0.4490)
O (2.7086, -0.4095, 0.3231)
O (-2.5976, 0.7389, -0.4157)
O (1.2190, 0.7420, -1.1107)
S (-0.7321, -1.3209, 0.2920)
H (0.0958, 0.7309, 0.9988)

Values from the calculation:
HOMO energy   -3.828 eV
Frontier orbital gap   7.46 eV
Energy relative to the best compared isomer or geometry (same formula, charge and spin)   36.7 kcal/mol
Net charge   -1

Atom charges from the natural (NBO) analysis, given in e for atoms 1 to 2: atom 1 (C): 0.338, atom 2 (C): 0.714

4.
A structure of composition C37H47N6O5PSV, computed with the ωB97M-V functional and the def2-TZVPD basis.

Geometry (Å):
V (0.9849, -0.0380, -1.5141)
O (0.4944, -0.3562, -3.4124)
C (-0.0450, -1.3577, -4.0354)
C (-1.1041, -1.1110, -4.9416)
C (-1.7429, -2.1262, -5.6160)
C (-1.3667, -3.4590, -5.4336)
C (-0.3290, -3.7267, -4.5664)
C (0.3523, -2.7170, -3.8804)
C (1.4483, -3.1156, -3.0110)
N (2.2467, -2.2902, -2.4771)
C (3.2873, -2.7178, -1.5795)
C (3.2141, -1.7842, -0.3682)
N (2.9754, -0.4321, -0.8539)
C (3.9506, 0.3900, -0.8817)
C (3.9222, 1.7431, -1.3780)
C (5.0289, 2.5588, -1.0974)
C (5.1157, 3.8571, -1.5415)
C (4.0688, 4.3545, -2.3351)
C (2.9789, 3.5829, -2.6405)
C (2.8346, 2.2476, -2.1557)
O (1.7898, 1.5786, -2.4543)
H (-1.4048, -0.0777, -5.0666)
H (-2.5605, -1.8839, -6.2863)
H (-1.8874, -4.2595, -5.9419)
H (-0.0217, -4.7533, -4.3919)
H (1.5566, -4.1994, -2.8433)
H (4.2578, -2.5668, -2.0668)
H (3.2122, -3.7728, -1.2772)
H (4.1131, -1.8285, 0.2571)
H (2.3586, -2.0514, 0.2522)
H (4.9174, 0.0618, -0.4768)
H (5.8322, 2.1371, -0.4998)
H (5.9710, 4.4742, -1.3002)
H (4.1200, 5.3713, -2.7106)
H (2.1672, 3.9662, -3.2465)
O (-5.3661, -6.4328, 4.1222)
S (-4.4061, -6.5697, 3.0370)
O (-3.0187, -6.4609, 3.4561)
O (-4.6748, -7.6900, 2.1410)
C (-4.7070, -5.1174, 1.9647)
N (-5.9904, -4.7924, 1.7718)
C (-6.1880, -3.7653, 0.9443)
C (-5.1757, -3.0710, 0.3254)
C (-3.8534, -3.4871, 0.5892)
N (-3.6534, -4.5353, 1.4264)
C (-2.7011, -2.8583, 0.0163)
C (-1.3835, -3.3056, 0.3231)
C (-0.2957, -2.6589, -0.1749)
N (-0.3503, -1.5588, -0.9945)
C (-1.6161, -1.1672, -1.3406)
C (-2.7576, -1.7543, -0.8882)
H (-7.2254, -3.4871, 0.7680)
H (-5.4021, -2.2446, -0.3337)
H (-1.2593, -4.1650, 0.9677)
H (0.6936, -3.0314, 0.0604)
H (-1.6784, -0.3241, -2.0234)
H (-3.7011, -1.3537, -1.2350)
C (1.2885, 2.4928, 3.9023)
C (1.3200, 1.4812, 2.7536)
C (2.7596, 1.3323, 2.2457)
C (0.9175, 0.1060, 3.3057)
P (0.2155, 1.8773, 1.2639)
N (0.5574, 1.0242, 0.0293)
C (0.4500, 3.7283, 0.8931)
C (1.9530, 4.0439, 0.9101)
C (-0.2381, 4.7135, 1.8418)
C (-0.0262, 3.9868, -0.5472)
C (-1.5831, 1.5671, 1.8035)
C (-2.4887, 2.1051, 0.6858)
C (-1.8189, 0.0446, 1.8345)
C (-2.0370, 2.1604, 3.1415)
H (1.9094, 2.1062, 4.7179)
H (0.2861, 2.6485, 4.2999)
H (1.6967, 3.4615, 3.6168)
H (3.3584, 0.8419, 3.0203)
H (3.2331, 2.2852, 2.0113)
H (2.7664, 0.7159, 1.3517)
H (1.6923, -0.2279, 4.0025)
H (0.8300, -0.6352, 2.5103)
H (-0.0213, 0.1347, 3.8539)
H (2.3649, 4.0625, 1.9190)
H (2.1036, 5.0377, 0.4785)
H (2.5219, 3.3365, 0.3091)
H (0.0592, 4.5718, 2.8830)
H (-1.3230, 4.6581, 1.7861)
H (0.0515, 5.7302, 1.5530)
H (0.3772, 3.2397, -1.2278)
H (0.3352, 4.9726, -0.8590)
H (-1.1107, 3.9888, -0.6339)
H (-2.1678, 1.7295, -0.2867)
H (-2.5263, 3.1927, 0.6554)
H (-3.5048, 1.7437, 0.8647)
H (-1.2460, -0.4595, 1.0599)
H (-2.8746, -0.1629, 1.6475)
H (-1.5741, -0.3974, 2.7960)
H (-1.9028, 3.2397, 3.2011)
H (-1.5256, 1.7030, 3.9888)
H (-3.1045, 1.9520, 3.2660)

Values from the calculation:
HOMO energy (alpha / beta)   -0.215 / -2.873 eV
Frontier orbital gap (alpha / beta)   3.94 / 6.60 eV
2S+1   4
<S²>   3.78
Net charge   -2

Atom charges from the Mulliken analysis, given in e for atoms 1 to 2: atom 1 (V): 0.668, atom 2 (O): -0.311